(1)
This record from the OMol25 dataset describes a molecular structure, C5H7NO2. The level of theory is ωB97M-V/def2-TZVPD.

ORCA input file:
```
! RIJCOSX wB97M-V def2-TZVPD def2/J DEFGRID3
* xyz 0 1
O 1.283 -1.346 0.069
O 0.121 1.612 -0.170
N -1.154 1.047 0.142
C 0.912 0.618 0.273
C -2.575 -0.793 0.086
C 2.257 -0.200 0.122
C -1.178 -0.219 -0.150
C 0.364 -0.384 -0.496
H -2.709 -1.275 1.246
H -3.508 -0.345 0.056
H 3.097 -0.303 -0.829
H 0.647 0.587 1.437
H -2.761 -1.651 -0.652
H 0.525 -0.062 -1.504
H 2.867 -0.541 1.049
*
```

The value obtained for the orbital gap is 10.553 eV. For the energy relative to the best compared isomer or geometry (same formula, charge and spin), the calculation gives 191.1 kcal per mole. As for the max |F|: 6.4 eV Å⁻¹. The value obtained for the LUMO energy is 0.90 eV.

***

(2)
This record from the OMol25 dataset describes C5H7NO2 in the gas phase. The level of theory is ωB97M-V/def2-TZVPD.

ORCA input file:
```
! RIJCOSX wB97M-V def2-TZVPD def2/J DEFGRID3
* xyz 0 1
O 2.647 0.748 0.493
O 3.061 -1.317 -0.248
N 0.081 1.631 -0.098
C 0.785 -0.687 -0.222
C 2.262 -0.477 0.009
C -0.219 0.259 -0.255
C -1.581 -0.079 -0.170
C -2.113 -1.202 0.409
H -3.237 -1.162 0.327
H 0.494 -1.688 -0.497
H -2.332 0.565 -0.518
H 0.527 2.069 -0.879
H -1.521 -2.091 0.744
H 1.849 1.173 0.843
H -0.703 2.257 0.063
*
```

The value obtained for the orbital gap is 8.802 eV. The SMILES is C=C/C(N)=C/C(=O)O. For the energy relative to the best compared isomer or geometry (same formula, charge and spin), the calculation gives 28.0 kcal per mole. As for the max |F|: 4.2 eV Å⁻¹. The value obtained for the LUMO energy is -0.26 eV.

***

Number 1: E_HOMO -9.7 eV, E_tot -399.66102 a.u.. Number 2: E_HOMO -9.1 eV, E_tot -399.92096 a.u..